Record 1
The following is a DFT calculation (wB97M-V/def2-TZVPD) of a structure of composition C18H16F10N5O3Os.

Properties
Highest occupied orbital energy (spin up / spin down)   -11.35 / -11.20 eV
Frontier orbital gap (spin up / spin down)   6.00 / 5.81 eV
E   -2284.01088 Eh
Total charge   +1
Strongest force on any atom   0.095 hartree/bohr

Atoms and positions in Å:
Os: -0.0344 -0.0454 0.0981
C: -3.0320 0.0620 1.6955
N: -1.8912 -0.8091 1.4347
C: -1.1385 -1.1282 2.6504
C: -0.2482 0.0451 3.0263
N: 0.7055 0.2840 1.9557
C: 1.9055 0.8779 2.2978
C: 2.0548 1.8559 3.3000
F: 0.9575 2.3181 3.9164
C: 3.2758 2.4200 3.6213
F: 3.3456 3.3444 4.5686
C: 4.4261 2.0329 2.9472
F: 5.5950 2.5692 3.2436
C: 4.3261 1.0882 1.9329
F: 5.4006 0.7262 1.2442
C: 3.0997 0.5326 1.6358
F: 3.0314 -0.3934 0.6755
C: -2.2645 -1.9612 0.6172
C: -2.4644 -1.5631 -0.8429
N: -1.4857 -0.5837 -1.2925
C: -1.4295 -0.2954 -2.6340
C: -2.0694 -1.0062 -3.6839
F: -2.8918 -2.0235 -3.4232
C: -1.8635 -0.7134 -5.0210
F: -2.4733 -1.4410 -5.9419
C: -1.0374 0.3309 -5.4117
F: -0.8095 0.5800 -6.6862
C: -0.4657 1.1210 -4.4247
F: 0.3009 2.1570 -4.7448
C: -0.6822 0.8191 -3.0993
F: -0.1428 1.6538 -2.1816
H: -3.7955 -0.4741 2.2690
H: -3.4654 0.3958 0.7556
H: -2.7278 0.9370 2.2625
H: -0.5048 -1.9948 2.4561
H: -1.8110 -1.3574 3.4850
H: 0.2828 -0.1918 3.9516
H: -0.8552 0.9347 3.2200
H: -3.1899 -2.4216 0.9839
H: -1.4631 -2.6968 0.6706
H: -3.4653 -1.1446 -0.9978
H: -2.3979 -2.4814 -1.4269
N: 1.5855 -0.0291 -1.4673
N: 2.0790 -1.3383 -1.6223
C: 1.6072 -2.3324 -0.7803
O: 2.0581 -3.4489 -0.8244
O: 0.6529 -1.9312 -0.0108
H: 1.2214 0.2956 -2.3584
H: 2.3121 0.6178 -1.1713
H: 3.0174 -1.4777 -1.9678
O: -1.0629 2.0557 0.4471
H: -1.4250 2.4874 -0.3362
H: -0.6532 2.7415 0.9885

***

Record 2
The following is a DFT calculation (wB97M-V/def2-TZVPD) of a structure of composition C9H19BeCl3NO13.

Properties
Highest occupied orbital energy (spin up / spin down)   -2.40 / -3.56 eV
Frontier orbital gap (spin up / spin down)   6.47 / 7.12 eV
E   -2781.64449 Eh
Total charge   -2
Strongest force on any atom   0.073 hartree/bohr
Multiplicity   2

Atoms and positions in Å:
Be: -1.8282 -0.5836 0.8527
Cl: -2.2556 -3.3623 -1.0146
O: -2.2297 -4.2305 -2.1969
O: -3.4616 -3.6279 -0.2242
O: -1.0858 -3.5547 -0.2338
O: -2.2793 -1.9613 -1.3859
Cl: -4.4434 1.7479 0.0212
O: -4.2388 0.3444 -0.1374
O: -3.1513 2.1407 0.4835
O: -4.9414 2.3882 -1.1647
O: -5.2413 1.9510 1.1505
Cl: -2.5939 1.3272 4.3683
O: -1.8522 0.9216 3.1814
O: -2.4899 2.7484 4.6279
O: -3.9408 0.9165 4.2141
O: -2.0122 0.6641 5.4769
C: 1.7444 2.0796 -1.6281
C: 0.8525 0.7230 -1.3905
C: 1.3783 -0.3626 -2.3940
C: 2.7014 -1.0744 -1.9822
C: 2.5446 -1.6474 -0.5666
C: 1.9002 -0.5464 0.4603
N: 0.7445 0.1719 -0.0528
O: 0.1895 1.1093 0.8619
C: 1.4443 -1.3931 1.6345
C: 3.0106 0.3920 1.0409
C: -0.5998 1.0534 -1.7710
H: 2.7530 1.7805 -1.9134
H: 1.9306 2.5667 -0.6709
H: 1.4949 2.7978 -2.4091
H: 0.6652 -1.1549 -2.6215
H: 1.5954 0.0567 -3.3764
H: 3.4309 -0.2661 -2.0309
H: 2.9107 -1.9151 -2.6437
H: 3.4815 -2.0163 -0.1492
H: 1.9492 -2.5354 -0.7787
H: 0.5948 -1.9919 1.3063
H: 2.2353 -2.1021 1.8790
H: 1.1807 -0.7339 2.4617
H: 3.4752 1.0472 0.3039
H: 2.7110 0.9353 1.9370
H: 3.8612 -0.1246 1.4854
H: -1.1911 1.5609 -1.0089
H: -1.1359 0.1424 -2.0371
H: -0.5210 1.7306 -2.6215
H: 0.7129 1.8873 0.6565

***

Record 3
The following is a DFT calculation (wB97M-V/def2-TZVPD) of the molecule C9H8N2O.

Properties
Highest occupied orbital energy   -8.13 eV
Frontier orbital gap   8.71 eV
E   -532.43293 Eh
Total charge   0
Structure (SMILES)   Oc1ccccc1-c1c[nH]cn1
Strongest force on any atom   0.110 hartree/bohr

Atoms and positions in Å:
O: 0.4874 2.1891 0.0790
C: 1.1954 0.9555 -0.1329
C: 2.5980 0.9953 0.0502
C: 3.2683 -0.2533 0.1421
C: 2.6446 -1.4703 0.1044
C: 1.1940 -1.5324 -0.3194
C: 0.4594 -0.3252 -0.2682
C: -1.1179 -0.3390 0.0005
C: -2.0482 -1.2809 0.1253
N: -3.3340 -0.7029 0.1839
C: -3.0332 0.6275 0.0593
N: -1.8065 0.9905 -0.2077
H: -0.4610 1.9339 -0.1199
H: 3.2205 1.9674 0.2320
H: 4.2978 -0.4627 0.7290
H: 3.1954 -2.3794 0.0359
H: 0.7168 -2.5163 -0.2622
H: -1.8918 -2.3342 0.1462
H: -4.1098 -1.2746 0.2124
H: -3.8469 1.2768 -0.0063

***

Record 4
The following is a DFT calculation (wB97M-V/def2-TZVPD) of a structure of composition C24H28N6O3.

Properties
Highest occupied orbital energy   -8.16 eV
Frontier orbital gap   7.60 eV
E   -1484.72869 Eh
Total charge   0
Strongest force on any atom   0.349 hartree/bohr

Atoms and positions in Å:
C: -7.4287 -2.1873 1.3605
C: -6.0479 -1.3760 1.2092
O: -5.7861 -0.9842 -0.1754
C: -4.7643 -0.4256 -0.4984
C: -3.8783 -0.0655 0.2773
C: -2.8274 0.7140 0.0267
C: -2.6628 0.8509 -1.2373
C: -3.5275 0.4895 -2.4322
C: -4.6623 -0.1777 -1.9448
H: -5.2993 -0.6548 -2.5415
H: -3.4074 0.7995 -3.3510
N: -1.5599 1.7441 -1.9302
C: -0.4489 1.9665 -1.1338
O: 0.5181 2.8059 -1.4826
C: -0.6811 1.9238 0.2775
C: -1.8486 1.2783 0.9860
H: -1.8758 0.9883 1.9735
C: 0.3884 2.3778 1.3860
N: 1.7875 1.8694 0.9429
C: 1.6086 0.4018 1.4756
C: 0.8588 -0.4346 0.2420
N: -0.2559 -1.1036 0.7207
N: -0.5074 -1.5919 -0.5461
N: 0.1944 -1.2485 -1.3579
N: 1.1700 -0.3176 -1.2354
C: 2.2683 0.1298 -1.8332
H: 2.0295 1.0013 -1.8789
H: 2.0611 -0.1621 -2.8459
C: 3.5305 -0.1954 -1.2152
C: 3.8309 -1.5751 -0.6749
C: 4.5360 -1.5935 0.3752
C: 4.6605 -2.9840 0.8583
C: 4.1559 -4.0269 0.4008
C: 3.3841 -4.0407 -0.8146
C: 3.2150 -2.7254 -1.3509
H: 2.7277 -2.3573 -2.2339
H: 2.9902 -4.7662 -1.4447
H: 4.2435 -5.0259 1.0862
H: 5.2434 -3.0250 1.9126
H: 4.8609 -0.7151 0.9960
H: 3.9610 0.5185 -0.4281
H: 4.1438 0.0467 -1.9391
H: 2.5578 -0.0814 1.4553
H: 1.0885 0.0326 2.3509
C: 2.7292 2.5359 1.4594
C: 3.3036 3.6452 0.6538
H: 2.5096 4.4050 0.9174
O: 3.3071 3.2594 -0.6581
H: 2.2960 3.2639 -1.0739
H: 4.0125 4.1445 0.9790
H: 2.7256 2.8333 2.5335
H: 3.7189 1.8472 1.4320
H: 0.3202 2.3519 2.2614
H: 0.6315 3.4161 1.2197
H: -1.1978 1.6959 -2.7090
H: -3.9801 0.0766 1.7026
H: -5.3859 -1.9952 1.5688
H: -6.4014 -0.4268 1.8346
H: -8.2748 -1.5285 0.8665
H: -7.5664 -2.4421 2.6005
H: -7.2925 -3.1794 0.6247

***

Record 5
The following is a DFT calculation (wB97M-V/def2-TZVPD) of a cluster of 2 separate species, C3H10NO3 in total.

Properties
Highest occupied orbital energy   -15.30 eV
Frontier orbital gap   12.17 eV
E   -400.56375 Eh
Total charge   +1
Strongest force on any atom   0.020 hartree/bohr

Atoms and positions in Å:
O: 0.4617 -2.4869 -0.6964
C: 0.8792 -1.2968 -0.2659
C: -0.2711 -0.6096 0.4423
N: -0.0156 0.8589 0.4730
C: -0.4478 1.4539 1.7594
O: 1.9883 -0.8567 -0.3515
H: 1.2045 -3.0088 -1.0407
H: -0.2267 -0.9545 1.4697
H: -1.2493 -0.7824 0.0165
H: 0.9655 1.0882 0.3173
H: -0.5081 1.3597 -0.2895
H: -0.3792 2.5373 1.7203
H: 0.1743 1.0629 2.5522
H: -1.5148 1.2883 1.8931
H: -2.2770 2.9450 -1.0236
H: -2.5056 1.6348 -1.7853
O: -1.8616 2.0891 -1.2297

***

Record 6
The following is a DFT calculation (wB97M-V/def2-TZVPD) of a cluster of 11 separate species, C6H35NO11 in total.

Properties
Highest occupied orbital energy   -8.71 eV
Frontier orbital gap   8.94 eV
E   -1131.94096 Eh
Total charge   0
Structure (SMILES)   CCN[C@@H](C)CCO.O.O.O.O.O.O.O.O.O.O
Strongest force on any atom   0.037 hartree/bohr

Atoms and positions in Å:
C: -0.8327 -0.4723 -2.6462
C: -0.0485 0.5683 -1.8619
N: -0.3526 0.3563 -0.4389
C: 0.5700 1.0516 0.4976
C: -0.1363 1.5731 1.7456
C: 1.6650 0.0616 0.9505
C: 2.4723 -0.5694 -0.1652
O: 3.4880 -1.4824 0.3531
H: -0.5812 -0.3759 -3.7075
H: -1.8882 -0.2120 -2.5842
H: -0.6709 -1.5205 -2.4071
H: -0.4660 1.5456 -2.1423
H: 0.9737 0.7000 -2.1702
H: -1.3063 0.6763 -0.2906
H: 1.0435 1.8401 -0.0961
H: -1.1614 1.2172 1.7104
H: 0.2738 1.2025 2.6965
H: 0.0742 2.6209 1.9807
H: 2.3266 0.6210 1.6247
H: 1.1588 -0.7065 1.5116
H: 2.9056 0.0067 -0.9710
H: 1.7578 -1.2447 -0.6230
H: 3.7587 -1.0367 1.1637
O: -3.4088 -1.1328 -1.5043
H: -3.5790 -1.0963 -2.4467
H: -4.0588 -1.6436 -1.0188
O: 3.2377 3.1905 0.2656
H: 2.7491 3.2280 1.0964
H: 3.0297 4.0459 -0.1119
O: -1.8840 -0.9264 3.3933
H: -1.0696 -1.4176 3.1876
H: -1.6548 -0.6076 4.2751
O: 0.3885 -2.7576 3.2236
H: 1.3346 -2.8161 3.3288
H: 0.3625 -2.7781 2.2438
O: -3.0743 1.1949 -0.1235
H: -3.7932 1.2129 -0.7545
H: -3.0990 0.3058 0.2776
O: 1.2537 3.5854 -2.3980
H: 1.4575 3.1436 -3.2279
H: 0.3284 3.8325 -2.4405
O: -1.6140 -3.8715 -0.7085
H: -0.8893 -3.6612 -0.1076
H: -2.2513 -3.1821 -0.5357
O: 3.6354 1.6227 -1.9771
H: 3.2792 2.4823 -2.2133
H: 4.1025 1.8052 -1.1553
O: -3.7845 -1.0513 1.3790
H: -4.2332 -0.6180 2.0999
H: -2.9321 -1.2933 1.7628
O: 0.1938 -2.5454 0.3514
H: 0.0827 -1.6861 -0.1115
H: 0.8667 -2.9853 -0.1797